# 1
Computed, not measured: C10H13NO in the gas phase, with wB97M-V/def2-TZVPD.

Each line ends with the Löwdin charge.
Atoms and positions in Å:
C 2.7222 -1.0058 0.3861  -0.11
C 2.6754 0.3772 0.6099  -0.05
C 2.0982 -1.3397 -0.8367  -0.11
C 1.8839 0.8055 -0.4164  -0.26
C 0.9682 2.0450 -0.4065  -0.07
C -2.5577 -0.7470 0.9257  -0.19
C -2.4368 -0.7666 -0.5850  -0.17
C -1.2169 -0.0829 1.4602  -0.09
C -1.3523 0.3461 -0.8808  -0.03
C -0.8447 0.7067 0.2745  -0.39
N 1.4970 -0.2172 -1.2594  0.05
O 0.0133 1.6959 0.6387  -0.04
H 3.1148 -1.7268 1.1163  0.09
H 2.9947 0.9024 1.5167  0.12
H 1.8493 -2.1684 -1.5446  0.13
H 1.4623 2.9464 -0.2194  0.10
H 0.4472 2.1446 -1.4016  0.12
H -3.5092 -0.2203 1.3153  0.12
H -2.6414 -1.7765 1.4747  0.13
H -2.0504 -1.6950 -0.9232  0.08
H -3.3340 -0.5414 -1.2172  0.11
H -1.3958 0.4940 2.3856  0.13
H -0.4855 -0.8709 1.5658  0.11
H 1.1438 -0.1313 -2.1546  0.12
H -1.0456 0.8261 -1.8244  0.10

DFT total energy, hartree: -518.74788
Orbital gap, Ha: 0.3243
Total charge: 0
Energy relative to the best compared isomer or geometry (same formula, charge and spin), kJ/mol: 249.5
SMILES: C1=C(OCc2ccc[nH]2)CCC1



# 2
Computed, not measured: C10H8O2 in the gas phase, with wB97M-V/def2-TZVPD.

Each line ends with the Löwdin charge.
Atoms and positions in Å:
C 0.9856 -0.5361 1.5176  -0.27
C 2.0233 0.3911 1.3355  -0.01
C 2.1489 1.2148 0.1468  -0.07
C 1.1359 1.2425 -0.7714  -0.07
C 0.0500 0.3989 -0.5978  -0.12
C -1.0238 0.5036 -1.5564  -0.27
C -2.0650 -0.3250 -1.3413  -0.02
C -2.2016 -1.3150 -0.2866  -0.04
C -1.1457 -1.3963 0.6429  -0.03
C -0.0299 -0.5025 0.4778  -0.10
H 0.2073 -1.8370 2.7419  0.09
H 2.8019 0.6112 2.1657  0.14
H 3.0050 1.9923 0.1792  0.13
H 1.3357 1.8351 -1.6682  0.11
H -0.1453 1.8877 -2.4349  0.09
H -2.8343 -0.3174 -2.0163  0.08
H -3.1277 -1.8290 -0.0857  0.09
H -1.2585 -1.9771 1.6114  0.11
O 1.0046 -1.3037 2.6192  0.07
O -0.8663 1.2619 -2.6794  0.07

DFT total energy, hartree: -536.31071
Orbital gap, Ha: 0.3151
Total charge: 0
Energy relative to the best compared isomer or geometry (same formula, charge and spin), kJ/mol: 123.7
SMILES: Oc1cccc2c(O)cccc12



# 3
Computed, not measured: a molecular structure, C27H29BrHfN6O3PS, with wB97M-V/def2-TZVPD.

Each line ends with the Löwdin charge.
Atoms and positions in Å:
Hf -0.7162 -0.3413 0.1892  1.63
C 3.3656 3.2290 1.4875  0.01
N 2.7026 1.9516 1.4115  -0.10
C 3.2951 0.7413 1.5422  0.01
C 2.3128 -0.2001 1.3893  -0.06
N 1.1167 0.4237 1.1692  -0.08
C 1.3909 1.7441 1.1864  -0.42
P 0.1851 3.1090 0.9034  1.23
C -1.2283 2.2824 1.7532  -0.41
N -1.6306 1.0037 1.6117  -0.09
C -2.6999 0.8490 2.4488  -0.06
C -2.9324 2.0288 3.1004  0.01
N -2.0041 2.9114 2.6575  -0.10
C -1.8940 4.2714 3.1133  0.01
C -0.1740 2.5476 -0.8240  -0.39
N -0.4421 1.2762 -1.1690  -0.09
C -0.3794 1.2148 -2.5295  -0.06
C -0.0783 2.4615 -3.0063  0.01
N 0.0483 3.2811 -1.9320  -0.10
C 0.3236 4.6912 -2.0101  0.01
H 4.4200 3.0732 1.7126  0.12
H 2.9266 3.8471 2.2730  0.11
H 3.2879 3.7607 0.5373  0.10
H 4.3425 0.6151 1.7371  0.15
H 2.4159 -1.2685 1.4172  0.13
H -3.2325 -0.0812 2.5305  0.12
H -3.6716 2.2929 3.8325  0.15
H -1.8474 4.2908 4.2035  0.12
H -2.7655 4.8485 2.7975  0.12
H -0.9946 4.7321 2.7063  0.07
H -0.5225 0.2900 -3.0620  0.12
H 0.0604 2.8001 -4.0140  0.15
H 1.1023 4.8741 -2.7503  0.12
H 0.6537 5.0701 -1.0443  0.08
H -0.5717 5.2354 -2.3175  0.12
Br -4.6478 -4.0332 2.7597  0.85
C -3.1119 -3.7144 1.6965  -0.65
C -2.1573 -2.7899 2.1326  -0.09
C -1.0581 -2.4883 1.3304  -0.16
C -0.9204 -3.1337 0.0789  -0.17
C -1.8248 -4.1294 -0.2902  0.00
C -2.9190 -4.4159 0.5068  -0.08
C 0.1485 -2.7240 -0.9216  -0.54
O 0.6149 -3.4808 -1.7189  0.19
O 0.4075 -1.4241 -0.8664  -0.16
H -2.2508 -2.3764 3.1284  0.12
H -0.1989 -1.9484 1.7776  0.12
H -1.6437 -4.6873 -1.1986  0.15
H -3.6170 -5.1866 0.2177  0.13
C -8.8916 1.1073 -1.9023  -0.02
C -7.5654 0.4608 -1.7265  -0.23
C -7.4759 -0.8820 -1.3516  0.00
C -6.2500 -1.4981 -1.1895  -0.06
C -5.0841 -0.7749 -1.4260  -0.40
C -5.1464 0.5580 -1.8153  -0.07
C -6.3791 1.1661 -1.9554  0.00
S -3.5451 -1.6627 -1.2299  1.11
C -2.9628 -1.6556 -2.9433  -0.16
O -2.5546 -0.6285 -0.5622  -0.62
H -9.6649 0.5918 -1.3396  0.09
H -9.1720 1.0697 -2.9552  0.11
H -8.8764 2.1537 -1.6102  0.09
H -8.3776 -1.4519 -1.1841  0.13
H -6.1918 -2.5349 -0.8936  0.12
H -4.2334 1.1130 -1.9901  0.11
H -6.4261 2.2020 -2.2580  0.13
H -3.0915 -0.6717 -3.3843  0.07
H -3.5580 -2.3779 -3.4951  0.09
H -1.9210 -1.9699 -2.9654  0.06

DFT total energy, hartree: -4961.37175
Orbital gap, Ha: 0.2892
Total charge: +3
Energy relative to the best compared isomer or geometry (same formula, charge and spin), kJ/mol: 188.6